Record 1
Below is a single C25H34N6OS molecule in a non-equilibrium geometry, with properties calculated with the ωB97M-V functional and the def2-TZVPD basis.

XYZ file:
```
67
Properties=species:S:1:pos:R:3:mulliken_charge:R:1
C -1.80 -1.49 2.57 -1.2218
C -0.84 -1.99 1.54 1.5558
N 0.41 -1.62 1.70 -0.6923
C 1.30 -2.05 0.83 0.2257
N 2.60 -1.83 0.77 -0.4081
C 3.00 -2.53 -0.31 0.0652
S 4.64 -2.63 -0.84 -0.1732
C 5.50 -1.75 0.52 -0.7076
C 5.55 -0.24 0.26 0.6563
O 6.53 0.30 -0.20 -0.6622
N 4.41 0.39 0.60 -0.0452
C 4.19 1.79 0.28 -1.0257
C 3.42 1.96 -1.03 -0.8941
C 1.96 1.54 -0.87 -0.3865
N 1.27 2.35 0.11 0.5630
C 0.97 3.68 -0.41 -0.6014
C -0.26 4.39 0.17 -0.9321
C -1.60 3.88 -0.38 -0.6824
C -2.07 2.57 0.24 -0.9414
C -1.08 1.42 0.07 1.7258
C 0.23 1.67 0.84 -1.6009
N 2.03 -3.18 -0.94 -1.6978
N 0.94 -2.88 -0.23 0.9351
C -0.33 -3.28 -0.43 1.4004
C -0.58 -4.17 -1.60 -1.6319
C -1.27 -2.82 0.47 -0.1277
C -2.72 -3.17 0.33 -1.7857
C -3.53 -1.99 -0.16 0.2233
C -4.74 -1.66 0.44 -0.0326
C -5.49 -0.59 -0.01 -0.7604
C -5.03 0.18 -1.07 -0.3866
C -3.83 -0.14 -1.68 -0.7705
C -3.08 -1.21 -1.22 0.2015
H -1.28 -0.80 3.23 0.3460
H -2.64 -0.98 2.10 0.2992
H -2.19 -2.32 3.15 0.4064
H 6.51 -2.15 0.52 0.3850
H 4.98 -1.99 1.44 0.4082
H 3.62 -0.16 0.90 0.3475
H 3.63 2.25 1.10 0.3902
H 5.18 2.25 0.20 0.4079
H 3.89 1.35 -1.80 0.4848
H 3.47 3.00 -1.33 0.4124
H 1.92 0.50 -0.54 -0.0553
H 1.47 1.58 -1.87 0.3090
H 1.84 4.31 -0.21 0.3271
H 0.84 3.64 -1.50 0.3493
H -0.26 4.34 1.25 0.3215
H -0.17 5.44 -0.11 0.3853
H -2.36 4.64 -0.21 0.4194
H -1.50 3.75 -1.47 0.2825
H -2.25 2.73 1.31 0.3397
H -3.03 2.29 -0.21 0.2176
H -1.54 0.50 0.43 -1.3515
H -0.86 1.28 -0.99 0.4118
H 0.01 2.23 1.75 0.5299
H 0.64 0.71 1.16 0.4168
H 0.34 -4.27 -2.17 0.3565
H -1.36 -3.77 -2.24 0.3860
H -0.89 -5.16 -1.26 0.3494
H -2.84 -3.99 -0.39 0.5090
H -3.12 -3.51 1.29 0.3810
H -5.10 -2.26 1.27 0.3897
H -6.42 -0.35 0.47 0.3986
H -5.61 1.02 -1.42 0.4450
H -3.47 0.45 -2.50 0.3708
H -2.14 -1.45 -1.70 0.2391
```

## Properties
- SMILES: Cc1nc2nc(SCC(=O)NCCCN3CCCCCC3)nn2c(C)c1Cc1ccccc1
- Relative energy (zero: lowest compared OMol25 entry of this formula, charge and spin): 42.0 kJ/mol
- HOMO level: -0.294 hartree
- F_max: 0.0273 Eh/bohr

Record 2
Below is 2 unconnected molecules or ions with the total composition C25H34NOSi in a non-equilibrium geometry, with properties calculated with the ωB97M-V functional and the def2-TZVPD basis.

XYZ file:
```
62
Properties=species:S:1:pos:R:3:mulliken_charge:R:1
C -3.71 0.25 -0.65 -0.9630
Si -3.64 -1.37 0.25 0.2891
C -4.68 -1.29 1.79 -1.0601
C -4.12 -2.82 -0.81 -1.0397
O -2.01 -1.62 0.60 -0.5530
C -1.29 -1.41 1.74 0.1354
C -0.19 -0.60 1.68 0.3660
C 0.07 0.40 2.76 -0.6171
C 0.83 0.00 4.05 -0.8184
C 0.37 -1.23 4.81 -0.7675
C 0.55 -2.56 4.06 -0.6724
C -0.73 -3.14 3.47 -0.9776
C -1.77 -2.11 2.97 -0.3540
H -4.72 0.42 -1.06 0.4228
H -3.49 1.09 0.02 0.3010
H -3.00 0.28 -1.48 0.2554
H -5.70 -1.00 1.51 0.4042
H -4.75 -2.26 2.31 0.3363
H -4.30 -0.54 2.49 0.3308
H -5.10 -2.63 -1.28 0.3515
H -3.39 -3.01 -1.61 0.3020
H -4.21 -3.73 -0.21 0.3012
H 0.36 -0.53 0.74 -0.0359
H 0.67 1.21 2.30 0.2432
H -0.90 0.86 3.06 0.4549
H 1.90 -0.12 3.81 0.3061
H 0.73 0.86 4.72 0.3557
H 0.99 -1.30 5.71 0.2841
H -0.66 -1.11 5.17 0.4844
H 1.31 -2.44 3.28 0.2904
H 0.95 -3.31 4.77 0.4554
H -0.47 -3.79 2.64 0.3410
H -1.23 -3.76 4.23 0.4071
H -2.00 -1.36 3.74 0.3291
H -2.68 -2.67 2.74 0.0907
C -0.27 1.40 -0.88 -0.9924
C 1.15 1.08 -0.71 -0.4238
N 2.06 1.47 -1.63 0.3615
C 2.98 0.62 -2.30 0.3252
C 2.99 -0.76 -2.30 -0.5917
C 3.59 -1.42 -3.37 -0.5969
C 4.22 -0.69 -4.40 -0.5954
C 4.22 0.71 -4.39 -0.5403
C 3.58 1.37 -3.34 0.4261
C 3.08 2.72 -3.26 0.5054
C 2.13 2.76 -2.22 0.1456
C 1.23 3.82 -2.10 -0.5182
C 1.33 4.87 -3.03 -0.7573
C 2.28 4.84 -4.06 -0.5768
C 3.16 3.75 -4.19 -0.4953
H -0.85 0.46 -0.86 -0.0501
H -0.66 2.04 -0.07 0.3696
H -0.47 1.91 -1.84 0.7265
H 1.50 0.29 -0.04 1.0102
H 2.52 -1.29 -1.47 0.4429
H 3.56 -2.50 -3.42 0.3980
H 4.66 -1.24 -5.24 0.3817
H 4.68 1.31 -5.17 0.3814
H 0.48 3.79 -1.32 0.5164
H 0.63 5.71 -2.95 0.3851
H 2.32 5.67 -4.77 0.3898
H 3.89 3.67 -4.99 0.3937
```

## Properties
- Relative energy (zero: lowest compared OMol25 entry of this formula, charge and spin): 156.8 kJ/mol
- HOMO level: -0.379 hartree
- F_max: 0.0607 Eh/bohr
- Total charge: +1

Record 3
Below is a molecular structure, C25H35AsN2O4PdS4 in a non-equilibrium geometry, with properties calculated with the ωB97M-V functional and the def2-TZVPD basis.

XYZ file:
```
72
Properties=species:S:1:pos:R:3:mulliken_charge:R:1
Pd -0.43 0.58 -1.54 0.4790
S 0.02 -1.66 -1.36 -0.5060
C 0.82 -1.45 0.15 -0.2690
N 0.43 -2.15 1.24 0.0588
C 1.18 -1.99 2.46 -0.5558
C 2.67 -1.92 2.12 -1.0434
N 2.90 -0.85 1.19 0.2743
C 4.08 -0.03 1.38 -1.4765
C 3.98 0.82 2.62 0.6269
C 5.01 0.81 3.55 -0.4031
C 4.94 1.60 4.68 -0.5931
C 3.83 2.40 4.89 -0.3706
C 2.80 2.41 3.97 -0.8184
C 2.87 1.62 2.84 -0.2548
C 2.00 -0.65 0.20 1.1123
S 2.30 0.52 -0.99 -0.4628
C -0.84 -2.85 1.34 -0.7393
C -1.55 -2.46 2.62 0.1444
C -2.10 -1.19 2.71 0.3848
C -2.71 -0.77 3.87 -0.9061
C -2.78 -1.62 4.96 -0.3865
C -2.25 -2.90 4.88 -0.6769
C -1.63 -3.32 3.71 -0.3443
H 0.99 -2.86 3.10 0.5459
H 0.88 -1.09 3.01 0.3111
H 2.98 -2.88 1.67 0.3185
H 3.25 -1.75 3.02 0.4519
H 4.18 0.61 0.50 0.3840
H 4.96 -0.69 1.44 0.4102
H 5.88 0.18 3.38 0.3531
H 5.75 1.59 5.40 0.3801
H 3.78 3.03 5.77 0.3839
H 1.93 3.03 4.14 0.4572
H 2.06 1.63 2.12 0.7578
H -0.65 -3.93 1.31 0.3077
H -1.45 -2.57 0.48 0.4368
H -2.04 -0.53 1.86 0.1089
H -3.14 0.22 3.92 0.4892
H -3.25 -1.29 5.88 0.3964
H -2.30 -3.56 5.72 0.3788
H -1.21 -4.31 3.65 0.4308
C -0.43 3.10 -4.24 -1.1698
As 0.33 1.38 -3.69 0.9373
C 0.07 0.36 -5.36 -1.1031
C 2.24 1.86 -3.92 -1.3704
H 0.00 3.42 -5.19 0.3869
H -0.20 3.83 -3.46 0.3388
H -1.51 3.02 -4.32 0.2833
H 0.65 0.80 -6.17 0.4132
H -0.99 0.35 -5.61 0.2569
H 0.40 -0.67 -5.20 0.3052
H 2.40 2.32 -4.90 0.4411
H 2.86 0.97 -3.83 0.3773
H 2.53 2.57 -3.14 0.3958
O -0.21 1.62 0.75 -0.4273
S -1.40 2.12 0.07 1.0758
O -1.07 2.61 -1.29 -0.6162
O -2.21 3.04 0.83 -0.7280
S -2.48 0.44 -0.33 -0.6224
C -4.10 -1.22 -4.13 -0.6506
C -4.75 0.16 -3.98 -0.6515
C -3.57 1.10 -3.73 -0.6434
O -2.41 0.29 -3.53 0.5377
C -2.83 -1.05 -3.29 -0.4432
H -3.84 -1.41 -5.17 0.2889
H -4.73 -2.02 -3.76 0.3617
H -5.44 0.17 -3.13 0.2985
H -5.31 0.44 -4.87 0.3356
H -3.73 1.75 -2.86 0.1885
H -3.37 1.73 -4.61 0.3515
H -3.06 -1.18 -2.22 0.0505
H -2.01 -1.70 -3.57 0.2254
```

## Properties
- Relative energy (zero: lowest compared OMol25 entry of this formula, charge and spin): 46.6 kJ/mol
- HOMO level: -0.260 hartree
- F_max: 0.0822 Eh/bohr

Per-record molar mass, g mol⁻¹: 466.7; 392.6; 737.2